Formula: C44H115N7O15
Source: OMol25
Level of theory: ωB97M-V/def2-TZVPD

ORCA input file:
```
! wB97M-V def2-TZVPD RIJCOSX def2/J DEFGRID3
* xyz 0 1
C -9.80783 0.49440 -1.51973
O -9.98146 -0.64680 -0.63620
C -9.21543 -1.83282 -0.98574
C -7.62742 -1.63347 -0.99845
C -6.86501 -0.86454 -2.13123
N -6.95376 -2.96606 -0.97402
H -10.63943 1.19884 -1.50235
H -9.66197 0.21824 -2.56403
H -8.91518 1.04784 -1.22822
H -9.30647 -2.51849 -0.14332
H -9.51792 -2.17228 -1.97638
H -7.30209 -1.10944 -0.09975
H -5.97210 -0.51877 -1.61041
H -7.26195 0.03209 -2.60725
H -6.67223 -1.51112 -2.98730
H -5.94941 -2.90424 -0.88708
H -7.35538 -3.64366 -0.34183
C -5.31327 -4.55371 -5.97622
O -5.45075 -3.27947 -5.42127
C -4.32432 -2.48922 -5.72521
C -3.26759 -2.68530 -4.60162
C -3.91275 -2.87036 -3.14404
N -2.28094 -1.64327 -4.52718
H -5.10629 -4.56155 -7.04636
H -6.13767 -5.19620 -5.66689
H -4.44833 -5.01277 -5.49743
H -3.87920 -2.60400 -6.71354
H -4.70279 -1.47021 -5.80568
H -2.73063 -3.61785 -4.77517
H -4.28970 -1.95087 -2.69623
H -3.27397 -3.43760 -2.46706
H -4.80571 -3.48993 -3.22679
H -1.82196 -1.63804 -5.42685
H -2.82781 -0.79721 -4.59948
C 9.93139 -0.18764 2.63468
O 9.75098 -1.50989 2.95531
C 8.42954 -1.96924 3.15036
C 7.40812 -1.73983 2.03207
N 6.10124 -2.26682 2.37939
C 5.08991 -2.39734 1.33194
C 4.43400 -1.03551 1.12282
O 3.49589 -1.12985 0.08626
C 2.65728 -0.01079 -0.07599
H 9.36065 0.47791 3.28228
H 9.56691 0.00263 1.62520
H 10.95173 0.13086 2.84816
H 8.01663 -1.66677 4.11271
H 8.63710 -3.01282 3.38691
H 7.76098 -2.17689 1.09796
H 7.33814 -0.66829 1.84493
H 6.16395 -2.92172 3.14573
H 4.28646 -3.05426 1.66514
H 5.48514 -2.69303 0.36010
H 5.25608 -0.32253 1.06004
H 3.84791 -0.89331 2.03078
H 1.85817 0.03292 0.66401
H 2.14978 0.19852 -1.01765
H 3.39139 0.77329 0.10949
C 3.83917 3.61240 9.00889
O 4.02721 3.75249 7.64512
C 4.84107 2.76702 6.98694
C 4.91523 2.81566 5.49778
N 3.64861 2.47827 4.97179
C 3.65377 2.94178 3.54434
C 2.32515 2.51007 2.80313
O 1.13397 3.13425 3.30335
C -0.00882 2.63239 2.66553
H 4.57267 2.98531 9.51565
H 2.81915 3.38849 9.32119
H 4.04543 4.52403 9.56969
H 4.45547 1.83486 7.39985
H 5.88647 2.85923 7.28145
H 5.65415 2.13096 5.08152
H 5.20856 3.85100 5.32419
H 2.90117 2.94861 5.46190
H 4.44848 2.44496 2.98783
H 3.76603 4.00429 3.32851
H 2.37357 1.42116 2.80744
H 2.57764 2.81758 1.78835
H 0.07972 2.88728 1.60946
H -0.90267 3.04008 3.13768
H -0.24630 1.57030 2.72595
C -6.29099 -1.83422 3.15917
O -4.97783 -1.35571 3.26455
C -4.79197 -0.54323 4.45393
C -3.30369 -0.70183 4.87375
N -3.01869 -0.17720 6.21191
C -1.59844 -0.16231 6.44989
C -1.40758 0.48559 7.85759
O -1.39322 1.95108 7.61043
C -0.09547 2.53818 7.44828
H -6.25841 -2.62971 2.41469
H -7.02026 -1.07395 2.87943
H -6.51684 -2.34266 4.09649
H -5.44983 -0.81682 5.27883
H -4.93908 0.50147 4.17996
H -2.70660 -0.15838 4.14147
H -3.04222 -1.75915 4.83097
H -3.35679 0.77450 6.20431
H -1.21231 0.48678 5.66396
H -1.11521 -1.12952 6.31170
H -0.46259 0.10391 8.24412
H -2.09000 0.16958 8.64660
H 0.53456 2.38973 8.32528
H -0.24046 3.61846 7.43925
H 0.27794 2.15980 6.49671
C 0.71742 -7.42407 -3.59764
O 1.43725 -6.32264 -3.11881
C 0.50768 -5.24287 -2.91033
C 1.10664 -4.16069 -2.00146
N 1.80352 -3.01085 -2.69431
C 0.93623 -1.84796 -2.89000
C 1.52940 -0.95959 -4.01889
O 2.80319 -0.19154 -3.72482
C 3.94573 -0.94424 -3.51547
H 1.42664 -8.25026 -3.54749
H 0.35085 -7.39394 -4.62371
H -0.14748 -7.67373 -2.98306
H -0.46845 -5.44603 -2.46987
H 0.14563 -4.85348 -3.86185
H 1.74104 -4.67683 -1.28088
H 0.19925 -3.81111 -1.50898
H 2.71726 -2.80740 -2.31512
H 0.65997 -1.43067 -1.92167
H 0.00139 -2.25467 -3.27569
H 0.79252 -0.22112 -4.33474
H 1.83406 -1.46838 -4.93344
H 4.82106 -0.45183 -3.93908
H 3.87400 -1.86512 -4.09420
H 4.10957 -1.16633 -2.46099
C 0.19540 3.60168 -2.80814
O 1.15552 4.03690 -3.82301
C 2.21714 3.02940 -4.04959
C 3.20533 3.42235 -5.22692
N 4.15140 4.55359 -4.97904
C 5.03001 4.82383 -6.21374
C 4.27594 5.07978 -7.53139
O 5.07792 5.87594 -8.44192
C 4.37187 6.28103 -9.56813
H 0.57900 3.76465 -1.80097
H -0.07603 2.56416 -3.00300
H -0.56164 4.36896 -2.97023
H 1.83421 2.08965 -4.44749
H 2.80792 2.84054 -3.15326
H 2.59984 3.46893 -6.13207
H 3.78420 2.51035 -5.37276
H 3.61651 5.37682 -4.74178
H 5.84000 4.10409 -6.33198
H 5.63568 5.68317 -5.92602
H 3.33364 5.58358 -7.31611
H 4.07583 4.21557 -8.16480
H 3.78184 5.64094 -10.22407
H 5.08691 6.68136 -10.28684
H 3.75069 7.16770 -9.44140
C 0.63039 -2.29189 1.93249
C -0.24707 -1.83979 3.18797
O -1.58308 -2.15005 2.72045
H 1.62650 -1.87079 2.06865
H 0.14386 -1.98314 1.00725
H 0.89554 -3.33995 1.79332
H -0.09978 -0.78325 3.41186
H -0.07616 -2.35402 4.13373
H -1.78069 -1.48830 2.05364
C -5.25609 1.86546 0.47125
C -4.22902 2.99452 0.58225
O -4.94983 4.11688 1.12668
H -4.69723 1.04092 0.02863
H -6.02861 2.26616 -0.18507
H -5.66903 1.50100 1.41187
H -3.64084 3.14533 -0.32296
H -3.46761 2.65752 1.28568
H -4.35452 4.76737 1.50625
C -2.01189 -0.48335 -1.54845
C -1.92390 0.35261 -0.25104
O -2.45142 -0.27979 0.86657
H -3.06730 -0.43389 -1.81635
H -1.70841 -1.52461 -1.43995
H -1.44010 -0.01896 -2.35188
H -2.53530 1.22451 -0.48361
H -0.87886 0.60808 -0.07577
H -3.14349 0.23344 1.28994
*
```

SMILES: COC[C@H](C)N.COC[C@H](C)N.COCCNCCOC.COCCNCCOC.COCCNCCOC.COCCNCCOC.COCCNCCOC.CCO.CCO.CCO

=====

Formula: C34H35N5O12Sr
Source: OMol25
Level of theory: ωB97M-V/def2-TZVPD

ORCA input file:
```
! wB97M-V def2-TZVPD RIJCOSX def2/J DEFGRID3
* xyz 0 1
Sr 0.23249 0.77288 0.59396
C 3.23783 4.05114 2.00487
C 3.27971 2.79240 1.13829
O 2.12060 2.31325 0.54279
H 3.24980 4.87739 1.29081
H 4.15956 4.29494 2.53732
H 2.45354 4.00550 2.76021
H 3.63337 1.98357 1.78474
H 4.02277 3.00407 0.36347
C -2.26704 -1.98987 3.40676
C -1.79815 -1.69946 1.97224
O -1.89830 -0.36602 1.54514
H -3.29914 -1.70793 3.61337
H -1.57180 -1.48326 4.07975
H -2.11625 -2.99169 3.81550
H -2.33616 -2.38008 1.30239
H -0.76691 -2.02169 1.78938
C 3.15195 4.76967 -4.42445
C 2.72987 3.82052 -5.33589
C 1.90882 2.78880 -4.99341
C 1.58975 2.67884 -3.64349
C 2.08952 3.55907 -2.68719
C 2.80934 4.67736 -3.09035
N 0.78924 1.51866 -3.22466
O 0.65716 1.37089 -2.04124
O 0.26005 0.83513 -4.09158
H 3.68086 5.62320 -4.82456
H 3.02975 4.07877 -6.34195
H 1.63048 2.07582 -5.75490
H 1.89216 3.54093 -1.62328
H 3.24290 5.36338 -2.37747
C -5.65642 0.78226 -4.55227
C -6.09142 1.36829 -3.37919
C -5.21657 1.74101 -2.38626
C -3.90767 1.27930 -2.45681
C -3.42041 0.61380 -3.62538
C -4.31975 0.37988 -4.67653
N -2.95954 1.43033 -1.29972
O -1.90908 0.82678 -1.23386
O -3.32831 2.13239 -0.36424
H -6.28958 0.48738 -5.37677
H -7.14341 1.60058 -3.29197
H -5.43439 2.17952 -1.42252
H -2.41480 0.22937 -3.71882
H -3.95712 -0.13603 -5.55373
C -1.60454 0.87190 7.60414
C -0.23213 0.86117 7.79977
C 0.65352 0.82108 6.67936
C 0.16020 0.88775 5.36074
C -1.21430 0.88941 5.20273
C -2.08324 0.79269 6.31573
N 0.98583 1.16802 4.17150
O 0.53001 1.06975 3.03257
O 2.15992 1.42823 4.32032
H -2.30297 0.71490 8.41372
H 0.14854 0.88581 8.81040
H 1.68315 0.65828 6.96356
H -1.56612 0.95708 4.18194
H -3.15034 0.77167 6.14760
C -3.06286 -3.17003 -4.34306
C -3.18717 -2.74004 -3.03398
C -2.04603 -2.43664 -2.27276
C -0.77034 -2.45890 -2.81230
C -0.65754 -2.79240 -4.16887
C -1.76762 -3.21017 -4.88168
N 0.38940 -1.98004 -2.08783
O 1.49829 -2.43909 -2.41110
O 0.24833 -1.19349 -1.16956
H -3.91224 -3.43161 -4.95679
H -4.18753 -2.66219 -2.63297
H -2.09780 -2.10224 -1.24493
H 0.31404 -2.73110 -4.63776
H -1.74662 -3.45955 -5.93319
C 4.77930 -4.99251 1.27369
C 4.43445 -4.80064 2.63732
C 3.53656 -3.79314 2.98202
C 2.90002 -3.04481 1.97114
C 3.14524 -3.30134 0.64912
C 4.12248 -4.22805 0.32508
N 1.94937 -1.98615 2.37992
O 1.56850 -1.98829 3.53589
O 1.73091 -1.08589 1.61904
H 5.52691 -5.70903 0.96631
H 5.00514 -5.37324 3.35386
H 3.31380 -3.71540 4.03590
H 2.74123 -2.70963 -0.15998
H 4.31494 -4.31314 -0.73513
*
```

=====

Formula: C31H35N5O
Source: OMol25
Level of theory: ωB97M-V/def2-TZVPD

ORCA input file:
```
! wB97M-V def2-TZVPD RIJCOSX def2/J DEFGRID3
* xyz 0 1
O 3.04954 0.85013 5.06250
C 2.49201 1.06816 4.01984
C 3.14729 1.55147 2.82772
N 2.51963 1.78698 1.65817
C 3.48935 2.21796 0.81869
C 4.68235 2.23190 1.49652
N 4.46497 1.81343 2.76148
H 1.42797 0.88229 3.99635
H 3.32763 2.49860 -0.21565
H 5.65760 2.51915 1.12252
C -4.95467 5.93168 1.83902
N -3.56835 5.66581 2.22924
C -2.81898 6.83245 2.70253
C -2.89693 4.47268 1.84088
C -2.09499 3.76277 2.74857
C -1.42380 2.63268 2.36209
C -1.51033 2.15713 1.04137
C -0.82939 0.95415 0.67495
C -0.92253 0.34436 -0.54252
C -0.30384 -0.87994 -0.88036
C -0.36996 -1.34074 -2.27139
C -0.08961 -0.46993 -3.33699
C -0.15080 -0.90527 -4.63248
C -0.53089 -2.22022 -4.93379
N -0.59193 -2.67371 -6.29307
C 0.55950 -3.30873 -6.93654
C -1.81874 -2.57603 -7.08856
C -0.83522 -3.08505 -3.87255
C -0.73816 -2.66359 -2.57377
C 0.39084 -1.70064 0.12006
C -0.21635 -2.06339 1.33514
C 0.44577 -2.84684 2.24225
C 1.75521 -3.28625 1.99581
N 2.46411 -4.07447 2.96244
C 2.43139 -5.53935 2.93442
C 3.35915 -3.45141 3.94092
C 2.36476 -2.91994 0.78776
C 1.69314 -2.16618 -0.13591
C -2.30937 2.87620 0.13307
C -2.99266 3.99431 0.52776
H -5.43191 5.02040 1.48042
H -5.51894 6.29818 2.69710
H -4.98800 6.67907 1.04797
H -1.76456 6.58520 2.81341
H -2.90233 7.63869 1.97468
H -3.20650 7.17472 3.66089
H -2.04366 4.09871 3.76913
H -0.83758 2.07826 3.07552
H -0.20886 0.49792 1.42230
H -1.51950 0.80534 -1.30506
H 0.22282 0.53529 -3.11353
H 0.09776 -0.24068 -5.44032
H 1.40096 -3.34048 -6.24609
H 0.31282 -4.32875 -7.22774
H 0.85760 -2.74453 -7.81946
H -2.61027 -2.10535 -6.50755
H -1.64446 -1.97751 -7.98170
H -2.15447 -3.56816 -7.38643
H -1.15464 -4.08676 -4.09734
H -0.98432 -3.33065 -1.76494
H -1.23179 -1.75585 1.51792
H -0.03751 -3.14618 3.15540
H 1.77824 -5.88324 2.13385
H 3.43008 -5.93589 2.75752
H 2.05472 -5.92841 3.87970
H 3.33585 -2.36795 3.83553
H 3.04942 -3.70452 4.95358
H 4.38232 -3.78897 3.78712
H 3.36924 -3.25204 0.59494
H 2.16586 -1.89639 -1.06528
H -2.38466 2.55331 -0.89016
H -3.58838 4.54460 -0.17979
*
```

=====

Formula: C5H12N2O
Source: OMol25
Level of theory: ωB97M-V/def2-TZVPD

ORCA input file:
```
! wB97M-V def2-TZVPD RIJCOSX def2/J DEFGRID3
* xyz 0 1
C 1.56075 -1.11617 1.75758
C 1.11578 -0.64591 0.38110
N 0.68819 -1.74458 -0.48743
C -0.00645 0.38933 0.49738
O -0.30407 0.88209 1.56361
N -0.58885 0.85049 -0.70334
C -1.66022 0.01574 -1.23537
C -0.94411 2.24457 -0.67194
H 2.41813 -0.53498 2.11288
H 1.89129 -2.16213 1.78180
H 0.79679 -1.03652 2.53338
H 1.92103 -0.05514 -0.05778
H 0.79100 -2.60841 0.02650
H 1.20887 -1.83520 -1.34757
H -1.29450 -0.98404 -1.46393
H -2.03927 0.46217 -2.15272
H -2.45628 -0.10231 -0.49712
H -1.94187 2.46876 -0.26723
H -0.24021 2.84410 -0.09292
H -0.91601 2.66815 -1.67688
*
```

SMILES: C[C@@H](N)C(=O)N(C)C

=====

Results for E: -3256.76721 -2523.49443 -1551.11882 -382.44202 (in a.u., following the order of the records).
Results for highest occupied orbital energy: -8.6 -6.6 -6.2 -8.9 (in eV, following the order of the records).
Results for ΔE to the lowest compared entry with this formula, charge and spin: 746.48 156.03 627.79 158.86 (in kJ/mol, following the order of the records).